(1)
{
  "formula": "C5H41N2O13",
  "method": "ωB97M-V/def2-TZVPD",
  "e_above_lowest_ev": 3.389,
  "charge": 1,
  "total_energy_ev": -35443.32464,
  "species": ["N", "C", "C", "N", "C", "C", "C", "H", "H", "H", "H", "H", "H", "H", "H", "H", "H", "H", "H", "H", "H", "H", "H", "H", "O", "H", "H", "O", "H", "H", "O", "H", "H", "O", "H", "H", "O", "H", "H", "O", "H", "H", "O", "H", "H", "O", "H", "H", "O", "H", "H", "O", "H", "H", "O", "H", "H", "O", "H", "H", "O"],
  "coordinates": [[-0.5864, -2.3666, -0.9944], [-0.7657, -1.5460, -2.2505], [0.6070, -0.8325, -2.5351], [0.5538, 0.5092, -1.9233], [0.5708, 2.9786, -2.2607], [0.9289, 1.5958, -2.8513], [2.3759, 1.4748, -3.3150], [-1.3920, -2.9858, -0.9507], [0.3006, -2.8593, -1.0382], [-0.5251, -1.7410, -0.1711], [-1.3535, -0.6924, -1.9524], [-1.2051, -2.1349, -3.0388], [0.7680, -0.7450, -3.6073], [1.3751, -1.3425, -1.9679], [-0.3481, 0.7855, -1.5475], [-0.5138, 3.0216, -2.2548], [1.0265, 3.8335, -2.7476], [1.0350, 3.0450, -1.2715], [0.1966, 1.5468, -3.6744], [2.8160, 0.5982, -2.8048], [2.4549, 0.9975, -4.2886], [3.0550, 2.2871, -3.0902], [-2.8626, 1.4787, -0.2872], [-1.8394, 0.3594, 0.1693], [-2.5118, 0.5993, -0.4895], [-3.2898, -0.7143, -1.0784], [-4.6611, -1.3250, -0.8083], [-3.8664, -1.4831, -1.3261], [2.9164, -2.4486, -0.1263], [2.3820, -1.1782, 0.5776], [2.1272, -1.9260, 0.0407], [-0.9337, 1.1511, 3.4874], [-2.3722, 1.6628, 3.2293], [-1.8497, 0.8616, 3.2749], [-4.2631, 2.7650, -1.9775], [-3.7523, 4.2096, -1.3235], [-3.8042, 3.2563, -1.3222], [4.9016, -0.2771, 1.0676], [3.6679, 0.5337, 1.0904], [4.1016, -0.1703, 1.6008], [1.1578, -1.0691, 5.5218], [-0.3153, -0.5675, 5.6473], [0.5369, -0.6116, 6.0889], [0.4930, -4.4941, 2.9070], [0.8946, -3.2232, 2.0906], [0.4125, -3.5420, 2.8494], [1.8326, 1.1939, -0.4410], [1.3639, 2.0459, 0.8001], [2.0828, 1.5074, 0.4535], [0.1637, 0.0383, 1.3709], [-1.2981, -0.2595, 1.9187], [-0.6867, -0.3687, 1.1635], [1.8801, -0.3212, 3.6383], [2.4187, 0.6170, 2.5194], [1.6216, 0.3270, 2.9853], [-3.5185, -4.0379, -1.5460], [-3.3142, -3.3206, -2.8121], [-2.8491, -3.9336, -2.2327], [1.0752, 1.8962, 3.5644], [0.2880, 2.8755, 4.5573], [0.2953, 2.4654, 3.6926]],
  "nbo_charge": [-0.707, -0.229, -0.256, -0.689, -0.620, -0.048, -0.654, 0.467, 0.435, 0.471, 0.233, 0.240, 0.214, 0.223, 0.383, 0.217, 0.237, 0.196, 0.170, 0.206, 0.234, 0.235, 0.520, 0.502, -1.013, 0.496, 0.476, -1.013, 0.491, 0.507, -0.994, 0.506, 0.487, -0.998, 0.497, 0.505, -0.997, 0.487, 0.489, -0.977, 0.459, 0.479, -0.935, 0.481, 0.473, -0.953, 0.514, 0.494, -1.018, 0.516, 0.535, -1.017, 0.496, 0.508, -0.980, 0.486, 0.490, -0.961, 0.503, 0.494, -0.993]
}

(2)
{
  "formula": "C5H41N2O14",
  "method": "ωB97M-V/def2-TZVPD",
  "e_above_lowest_ev": 5.407,
  "charge": 1,
  "total_energy_ev": -37488.31517,
  "species": ["C", "C", "C", "N", "C", "C", "N", "H", "H", "H", "H", "H", "H", "H", "H", "H", "H", "H", "H", "H", "H", "H", "O", "H", "H", "O", "H", "H", "O", "H", "H", "O", "H", "H", "O", "H", "H", "O", "H", "H", "O", "H", "H", "O", "H", "H", "O", "H", "H", "O", "H", "H", "O", "H", "H", "O", "H", "H", "O", "H", "H", "O"],
  "coordinates": [[-1.3251, -1.1748, -2.5361], [-2.3231, -1.2754, -1.4262], [-2.7231, 0.0512, -0.6992], [-2.4822, -0.5664, 2.8726], [-2.7520, -0.4722, 1.5430], [-1.9839, 0.0810, 0.6083], [-0.5462, 0.1143, -2.5934], [-1.6611, -1.5172, -3.5308], [-0.3368, -1.9458, -2.4970], [-3.2564, -1.6275, -1.9170], [-2.0462, -2.0062, -0.6468], [-3.8175, 0.1159, -0.3519], [-2.5297, 0.8656, -1.4047], [-1.5289, -0.4313, 3.1805], [-2.9912, -1.1523, 3.5455], [-3.7769, -0.9987, 1.4247], [-0.9784, 0.5459, 0.7846], [-1.3025, 0.9254, -2.4595], [0.2715, 0.2145, -1.8902], [-0.2419, 0.3321, -3.5548], [1.0229, -0.0035, 3.0315], [1.1838, 0.1502, 1.5187], [1.1706, 0.6344, 2.4107], [-1.0329, -4.0201, 1.6697], [-2.1602, -4.9977, 1.1141], [-1.6907, -4.1615, 1.0240], [-1.7379, 3.6756, 0.5296], [-2.8003, 2.7917, 0.3319], [-2.3828, 3.5762, -0.1291], [3.7382, -2.6973, 0.9418], [3.4519, -1.3636, 0.2149], [3.0999, -1.9182, 0.8668], [-2.9056, 0.7359, -5.0314], [-2.8413, 1.8522, -4.0006], [-2.3617, 1.1847, -4.3909], [1.6233, -1.4594, 4.7623], [1.0020, -2.3251, 3.5179], [0.9885, -1.4006, 3.9367], [2.3639, 1.6711, -1.7563], [2.8993, 0.8413, -3.0533], [2.3122, 0.7658, -2.2580], [0.5610, 2.7469, 0.8254], [-0.0542, 1.9777, 2.2475], [-0.0899, 2.6531, 1.4609], [2.5855, 1.3356, 1.8513], [4.0954, 1.8584, 1.9986], [3.4891, 1.4625, 1.4136], [-1.0308, 3.6872, -2.5847], [-1.0462, 3.0858, -1.1557], [-0.6788, 2.9398, -2.0816], [1.5171, -4.0500, 1.7426], [1.6046, -2.6701, 1.6701], [0.9909, -3.2332, 1.9674], [2.9753, 2.2578, 0.2670], [2.6750, 3.5092, -0.6653], [2.3377, 2.6604, -0.4987], [3.4454, 0.0401, -1.2070], [4.3706, 0.4471, 0.0508], [4.2799, -0.1631, -0.6528], [-0.2404, -1.4399, 0.2860], [1.2355, -1.4746, -0.1769], [0.3662, -1.2410, -0.4613]],
  "nbo_charge": [-0.224, -0.467, -0.397, -0.816, 0.049, -0.429, -0.769, 0.228, 0.232, 0.228, 0.247, 0.234, 0.181, 0.375, 0.399, 0.202, 0.233, 0.478, 0.495, 0.444, 0.507, 0.489, -0.964, 0.485, 0.484, -0.967, 0.492, 0.484, -0.941, 0.492, 0.502, -1.018, 0.490, 0.481, -0.958, 0.500, 0.518, -1.012, 0.523, 0.494, -1.023, 0.496, 0.532, -1.041, 0.530, 0.503, -0.976, 0.481, 0.503, -1.000, 0.488, 0.487, -0.958, 0.502, 0.485, -1.011, 0.499, 0.489, -0.999, 0.504, 0.490, -0.984]
}

(3)
{
  "formula": "C5H41NO15",
  "method": "ωB97M-V/def2-TZVPD",
  "e_above_lowest_ev": 5.901,
  "charge": 0,
  "total_energy_ev": -38050.14442,
  "species": ["C", "O", "C", "C", "C", "C", "N", "H", "H", "H", "H", "H", "H", "H", "H", "H", "H", "H", "H", "H", "H", "H", "O", "H", "H", "O", "H", "H", "O", "H", "H", "O", "H", "H", "O", "H", "H", "O", "H", "H", "O", "H", "H", "O", "H", "H", "O", "H", "H", "O", "H", "H", "O", "H", "H", "O", "H", "H", "O", "H", "H", "O"],
  "coordinates": [[2.0905, 0.6860, 2.3125], [2.5337, 1.9783, 1.8864], [0.5553, 0.5127, 2.3929], [-0.0395, 1.3870, 1.2528], [-0.3718, 0.5342, -0.0186], [-2.6385, -0.0734, -0.6711], [-1.4511, -0.3232, 0.3062], [2.6819, 0.1256, 1.5675], [2.6320, 0.5586, 3.2397], [1.9502, 2.7383, 2.1757], [0.0870, 0.8699, 3.3526], [0.1919, -0.5859, 2.3701], [-1.0200, 1.7698, 1.7284], [0.5516, 2.3182, 0.9620], [-0.5496, 1.2996, -0.8793], [0.4868, -0.1726, -0.3400], [-3.5326, 0.2926, -0.0785], [-2.4273, 0.6679, -1.4955], [-2.8805, -1.0404, -1.1406], [-1.2469, -1.3073, 0.0900], [2.2924, 0.8601, -2.3398], [2.7753, 0.2756, -3.8509], [2.2032, 0.2822, -3.0703], [-1.5435, -2.8835, 2.3355], [-0.5986, -2.6599, 1.3390], [-0.7215, -3.3686, 2.1075], [2.5597, 2.3374, -0.6817], [3.6108, 1.5605, 0.2897], [3.2610, 1.6686, -0.6323], [0.1859, 3.5143, -1.2280], [0.3753, 2.3167, -2.0998], [0.9128, 3.0503, -1.6569], [0.8629, -4.1188, 2.2324], [1.9221, -3.2876, 2.3909], [1.6724, -3.9639, 1.8530], [-3.1323, 0.8706, 2.7981], [-2.1028, 0.2779, 2.2109], [-2.4946, 0.2802, 3.0718], [-0.3464, -1.1817, -4.1819], [0.6841, -0.5630, -3.2096], [-0.2277, -0.7849, -3.3159], [2.6408, -0.1307, -0.6136], [2.5182, -1.1640, -1.6008], [2.5061, -1.0335, -0.6589], [-1.0431, -2.5342, -2.9356], [-0.9557, -3.5984, -1.9153], [-1.5527, -3.3373, -2.6179], [-1.7700, 1.4751, -3.4860], [-0.7819, 0.8094, -2.8738], [-1.2114, 1.6495, -2.8210], [1.2457, -2.9123, 0.1066], [0.6467, -1.9174, -0.6254], [0.4175, -2.8853, -0.4596], [-2.4540, 3.7073, -0.4655], [-1.5998, 2.8656, -1.3832], [-1.6488, 3.6300, -0.9507], [0.2656, 2.9353, 3.8794], [-0.0944, 3.8856, 2.7064], [0.6764, 3.4895, 3.1536], [-2.6669, -3.9840, -0.7036], [-2.1539, -4.0448, 0.7255], [-2.7378, -3.6240, 0.1641]],
  "nbo_charge": [-0.079, -0.800, -0.459, -0.425, -0.258, -0.448, -0.698, 0.181, 0.177, 0.509, 0.211, 0.228, 0.187, 0.232, 0.188, 0.187, 0.183, 0.199, 0.225, 0.384, 0.528, 0.518, -1.016, 0.488, 0.499, -0.990, 0.517, 0.519, -1.023, 0.496, 0.481, -0.986, 0.484, 0.454, -0.933, 0.450, 0.482, -0.941, 0.490, 0.510, -0.985, 0.484, 0.481, -0.966, 0.476, 0.488, -0.976, 0.479, 0.501, -0.967, 0.518, 0.478, -1.000, 0.483, 0.479, -0.954, 0.492, 0.486, -0.945, 0.483, 0.478, -0.963]
}

(4)
{
  "formula": "C5H4BrN",
  "method": "ωB97M-V/def2-TZVPD",
  "smiles": "C=C=C=C/N=C/Br",
  "e_above_lowest_ev": 1.912,
  "charge": 0,
  "total_energy_ev": -76778.10379,
  "species": ["C", "C", "C", "C", "C", "N", "Br", "H", "H", "H", "H"],
  "coordinates": [[1.1090, 0.3760, -0.0059], [0.2749, 1.1970, -0.5138], [1.4540, -0.5479, 0.8942], [-0.6733, 1.8376, -1.1952], [-0.4607, -1.6302, 0.5140], [0.4462, -1.3630, 1.3379], [-2.0895, -2.3015, 0.9839], [2.4158, -0.6627, 1.1663], [-1.6978, 1.4933, -1.0457], [-0.4257, 2.7174, -1.7078], [-0.3528, -1.1160, -0.4279]],
  "nbo_charge": [-0.101, 0.030, -0.029, -0.450, 0.002, -0.414, 0.113, 0.209, 0.226, 0.221, 0.192]
}

(5)
{
  "formula": "C5H4BrN2O",
  "method": "ωB97M-V/def2-TZVPD",
  "charge": 1,
  "total_energy_ev": -80307.06985,
  "species": ["C", "C", "C", "C", "C", "N", "N", "O", "Br", "H", "H", "H", "H"],
  "coordinates": [[1.8615, 0.7678, 1.0237], [1.2386, -0.5515, 1.3145], [0.8563, 1.6586, 0.5057], [-0.0467, -0.5256, 0.9024], [-0.3378, 0.7813, 0.3511], [-2.1886, -1.4186, -2.5264], [-2.7335, -0.4992, -2.2007], [-1.5957, -2.3621, -2.8574], [-2.0079, 1.3822, -0.3274], [2.9593, 0.9471, 1.1499], [1.7294, -1.4545, 1.5908], [0.8825, 2.7452, 0.1465], [-0.6174, -1.4705, 0.9271]],
  "nbo_charge": [0.009, -0.047, -0.370, -0.369, 0.224, 0.445, -0.144, -0.299, 0.445, 0.269, 0.260, 0.296, 0.281]
}

(6)
{
  "formula": "C5H4BrNO3",
  "method": "ωB97M-V/def2-TZVPD",
  "smiles": "O=[N+]([O-])/C=C1/OC=C[C@H]1Br",
  "e_above_lowest_ev": 1.104,
  "charge": 0,
  "total_energy_ev": -82919.38589,
  "species": ["C", "C", "C", "C", "C", "N", "O", "O", "O", "Br", "H", "H", "H", "H"],
  "coordinates": [[0.0645, -1.3835, 0.5767], [0.5701, -0.3650, 1.4238], [0.4756, -1.1273, -0.6766], [1.1982, 0.5562, 0.4026], [2.0495, 1.5598, 0.7665], [1.9930, 2.1375, 2.0578], [2.3083, 3.3114, 2.1964], [1.4886, 1.4211, 2.8908], [1.0499, 0.1058, -0.8466], [2.0620, -1.1696, 2.6949], [-0.3237, -2.2558, 0.8950], [-0.1826, -0.1623, 2.1494], [0.2928, -1.6641, -1.5263], [2.6939, 2.0045, 0.0036]],
  "nbo_charge": [-0.308, -0.246, 0.161, 0.337, -0.163, 0.508, -0.377, -0.381, -0.425, -0.050, 0.234, 0.270, 0.204, 0.238]
}

(7)
{
  "formula": "C5H4BrOS2",
  "method": "ωB97M-V/def2-TZVPD",
  "e_above_lowest_ev": 3.155,
  "charge": -1,
  "total_energy_ev": -99006.19601,
  "species": ["C", "C", "C", "C", "C", "O", "S", "S", "Br", "H", "H", "H", "H"],
  "coordinates": [[1.8001, 2.0976, 1.9285], [1.0852, 0.4181, 0.3102], [1.6356, 1.4304, 0.7649], [0.1373, 0.1386, 2.5170], [-0.6505, -0.7030, -0.7211], [0.8140, -0.4461, -0.6005], [-1.3592, -0.4617, 3.0273], [0.5856, 1.7169, 3.0706], [2.4194, 3.1957, -1.2867], [2.5981, 2.5795, 2.3549], [-1.2021, 0.3063, -0.8421], [-0.9962, -1.1293, 0.2125], [-0.7150, -1.3139, -1.5953]],
  "nbo_charge": [-0.378, 0.427, -0.020, -0.507, -0.256, -0.464, -0.197, 0.388, -0.831, 0.227, 0.200, 0.219, 0.193]
}

(8)
{
  "formula": "C5H4Cl3F",
  "method": "ωB97M-V/def2-TZVPD",
  "smiles": "ClC=C(Cl)Cl.C#CCF",
  "charge": 0,
  "total_energy_ev": -45529.73622,
  "species": ["C", "C", "C", "C", "C", "H", "H", "H", "H", "F", "Cl", "Cl", "Cl"],
  "coordinates": [[1.9306, 0.0370, -2.3396], [1.8605, 0.5593, -1.1207], [-2.3344, -0.7675, 1.6945], [-1.2365, 0.2145, 1.3783], [-0.4184, 1.0106, 1.0712], [2.2370, 0.6512, -3.2474], [-3.2201, -0.7378, 1.2017], [-2.6003, -0.8113, 2.7775], [0.6332, 1.4882, 0.7709], [-1.8690, -1.9460, 1.1555], [1.4565, -1.5989, -2.8478], [1.9204, 2.2549, -0.8712], [1.6405, -0.3543, 0.3769]],
  "nbo_charge": [-0.232, -0.131, 0.006, -0.085, -0.246, 0.248, 0.191, 0.184, 0.249, -0.359, 0.018, 0.077, 0.079]
}

(9)
{
  "formula": "C5H4ClN3O3",
  "method": "ωB97M-V/def2-TZVPD",
  "smiles": "O=C(Cl)[C@@H](n1ccnc1)[N+](=O)[O-]",
  "e_above_lowest_ev": 0.000,
  "charge": 0,
  "total_energy_ev": -28381.20769,
  "species": ["C", "C", "C", "C", "C", "N", "N", "N", "O", "O", "O", "Cl", "H", "H", "H", "H"],
  "coordinates": [[-1.2618, -0.2537, 0.6898], [-0.4146, -0.7438, -0.2930], [0.1441, 1.3224, 0.3371], [1.0093, -0.6659, -2.5992], [1.5874, 0.0644, -1.3554], [-0.9293, 0.9867, 1.0287], [0.4051, 0.2903, -0.5399], [2.6425, -0.8822, -0.7098], [3.7450, -0.8271, -1.2043], [1.3344, -1.7334, -2.9026], [2.2637, -1.6396, 0.1341], [-0.1695, 0.1764, -3.5729], [-2.2352, -0.7166, 1.0611], [-0.4938, -1.6276, -0.9193], [0.6121, 2.2683, 0.4312], [2.1827, 0.9491, -1.6098]],
  "nbo_charge": [-0.068, -0.100, 0.146, 0.522, -0.050, -0.427, -0.362, 0.537, -0.353, -0.456, -0.323, -0.003, 0.217, 0.239, 0.216, 0.268]
}

(10)
{
  "formula": "C5H4F2O2",
  "method": "ωB97M-V/def2-TZVPD",
  "e_above_lowest_ev": 1.302,
  "charge": 0,
  "total_energy_ev": -14776.69377,
  "species": ["C", "C", "C", "C", "C", "O", "O", "F", "F", "H", "H", "H", "H"],
  "coordinates": [[-0.3776, -1.1005, -0.0204], [2.6623, 0.4179, -1.6167], [0.4363, 1.0360, 1.5125], [-0.3518, -0.1107, 0.8651], [-1.0832, 0.8120, 1.7666], [0.5481, -1.5964, -0.8531], [2.1925, 0.9491, -2.4882], [-1.8646, 1.6591, 1.0695], [-1.6355, 0.3434, 2.9151], [-1.2210, -1.7870, -0.0618], [1.4115, -1.1495, -0.7650], [0.9466, 0.6882, 2.4645], [0.8531, 1.9917, 1.0933]],
  "nbo_charge": [0.198, 0.479, -0.496, -0.239, 0.689, -0.665, -0.465, -0.325, -0.316, 0.191, 0.479, 0.231, 0.239]
}